[1]
Computed, not measured: an isolated ion of composition C4H3N2 and charge +1 in a non-equilibrium geometry, with ωB97M-V with the def2-TZVPD basis set.

Properties
Total charge: +1
HOMO, eV: -15.9
Relative energy (zero: lowest compared OMol25 entry of this formula, charge and spin), eV: 2.109
Lowest unoccupied orbital energy, eV: -6.2
Structure (SMILES): C=C=[N+]=c1cn1

Last column: Löwdin charge in e.
Cartesian coordinates (Å):
1 C -1.289 0.740 0.476  -0.211
2 C -0.996 -0.330 1.292  0.191
3 C 0.316 0.329 -0.771  -0.089
4 C 1.387 -0.255 -1.148  0.138
5 N -2.142 0.371 1.399  0.356
6 N -0.605 1.188 -0.559  0.210
7 H -0.529 -1.118 1.804  0.145
8 H 2.293 -0.083 -0.462  0.156
9 H 1.563 -0.840 -2.030  0.104


[2]
Computed, not measured: a 2-piece molecular cluster, C2H7NO overall in a non-equilibrium geometry, with ωB97M-V with the def2-TZVPD basis set.

Properties
Total charge: 0
HOMO, eV: -6.8
Relative energy (zero: lowest compared OMol25 entry of this formula, charge and spin), eV: 8.111
Lowest unoccupied orbital energy, eV: -2.2

Last column: Löwdin charge in e.
Cartesian coordinates (Å):
1 O -2.056 0.053 -1.435  -0.561
2 H -2.893 -0.132 -1.843  -0.163
3 C 1.135 -0.031 0.795  -0.121
4 C 0.811 -1.344 0.451  0.034
5 N 0.228 0.974 0.028  0.146
6 H 1.768 0.382 1.563  0.093
7 H -0.128 -1.592 1.071  0.105
8 H 0.996 -2.107 -0.315  0.081
9 H 0.851 1.521 -0.677  0.205
10 H -0.621 0.667 -0.450  0.021
11 H -0.092 1.607 0.811  0.160


[3]
Computed, not measured: C26H32IrN4OS2Te as an isolated structure in a non-equilibrium geometry, with ωB97M-V with the def2-TZVPD basis set.

Properties
Spin multiplicity: 5
Total charge: -1
<S²>: 6.028
HOMO (spin up / spin down), eV: -2.6 / -3.9
Relative energy (zero: lowest compared OMol25 entry of this formula, charge and spin), eV: 0.000
Lowest unoccupied orbital energy (spin up / spin down), eV: 2.6 / 2.2

Last column: Löwdin charge in e.
Cartesian coordinates (Å):
1 Ir -1.208 -1.173 0.369  0.385
2 C -1.548 0.840 -2.290  -0.120
3 N -1.523 1.110 -0.847  -0.224
4 C -2.867 1.510 -0.405  -0.176
5 C -3.072 1.326 1.089  -0.193
6 N -3.191 -0.097 1.454  -0.246
7 C -3.033 -0.248 2.910  -0.130
8 C -4.475 -0.627 1.019  -0.286
9 C -5.634 -0.227 1.678  -0.055
10 C -6.881 -0.714 1.328  -0.114
11 C -6.974 -1.633 0.290  -0.118
12 C -5.837 -2.027 -0.385  -0.141
13 C -4.563 -1.525 -0.059  -0.641
14 S -3.219 -2.027 -1.037  0.496
15 C -0.526 2.100 -0.491  -0.284
16 C -0.330 3.208 -1.312  -0.049
17 C 0.647 4.153 -1.050  -0.112
18 C 1.456 3.995 0.067  -0.115
19 C 1.264 2.913 0.904  -0.141
20 C 0.273 1.944 0.660  -0.647
21 S 0.151 0.612 1.775  0.529
22 H -2.065 1.626 -2.857  0.081
23 H -2.075 -0.098 -2.458  0.018
24 H -0.531 0.747 -2.665  0.085
25 H -3.593 0.892 -0.939  0.107
26 H -3.060 2.560 -0.666  0.128
27 H -3.976 1.871 1.393  0.121
28 H -2.226 1.746 1.633  0.083
29 H -3.636 0.483 3.466  0.080
30 H -1.989 -0.100 3.174  0.014
31 H -3.333 -1.253 3.198  0.083
32 H -5.568 0.483 2.495  0.102
33 H -7.766 -0.380 1.855  0.088
34 H -7.938 -2.044 0.012  0.092
35 H -5.903 -2.738 -1.198  0.085
36 H -0.951 3.333 -2.191  0.102
37 H 0.778 4.996 -1.717  0.089
38 H 2.245 4.710 0.274  0.092
39 H 1.890 2.783 1.778  0.085
40 C 6.851 0.103 0.194  -0.075
41 C 5.517 0.813 -0.021  -0.212
42 N 4.396 -0.106 -0.144  -0.050
43 C 3.841 -0.664 1.097  -0.191
44 C 4.154 -2.142 1.320  -0.058
45 C 4.037 -0.484 -1.398  -0.419
46 O 4.688 -0.172 -2.391  0.053
47 C 2.782 -1.292 -1.542  -0.121
48 C 2.793 -2.497 -2.231  -0.005
49 C 1.588 -3.160 -2.397  -0.046
50 C 0.435 -2.611 -1.874  -0.159
51 N 0.408 -1.445 -1.216  -0.074
52 C 1.571 -0.792 -1.088  -0.089
53 H 7.655 0.838 0.260  0.069
54 H 7.052 -0.563 -0.645  0.076
55 H 6.842 -0.482 1.115  0.062
56 H 5.564 1.397 -0.937  0.113
57 H 5.310 1.488 0.812  0.115
58 H 2.765 -0.502 1.159  0.067
59 H 4.281 -0.088 1.911  0.118
60 H 3.673 -2.763 0.565  0.065
61 H 3.769 -2.449 2.293  0.079
62 H 5.230 -2.328 1.289  0.065
63 H 3.719 -2.890 -2.631  0.122
64 H 1.544 -4.100 -2.930  0.104
65 H -0.523 -3.107 -1.966  0.086
66 H 1.535 0.180 -0.619  0.091
67 Te -0.691 -3.208 1.760  0.060


[4]
Computed, not measured: a 2-piece molecular cluster, C2H2O2S2 overall in a non-equilibrium geometry, with ωB97M-V with the def2-TZVPD basis set.

Properties
Total charge: 0
HOMO, eV: -9.4
Relative energy (zero: lowest compared OMol25 entry of this formula, charge and spin), eV: 1.984
Lowest unoccupied orbital energy, eV: -2.1

Last column: Löwdin charge in e.
Cartesian coordinates (Å):
1 C 1.082 0.337 0.943  -0.308
2 C 1.101 0.309 -0.357  -0.031
3 O -1.509 -0.045 -1.566  -0.601
4 O 1.217 0.355 2.124  0.126
5 S -2.233 -0.033 -0.286  0.415
6 S -2.021 -1.633 0.735  0.235
7 H 1.637 1.267 -0.754  0.127
8 H 0.725 -0.557 -0.839  0.037


[5]
Computed, not measured: C29H48AsCl5FN6O4PdSSi3 as an isolated structure, with ωB97M-V with the def2-TZVPD basis set.

Properties
Total charge: +1
HOMO, eV: -10.3
Relative energy (zero: lowest compared OMol25 entry of this formula, charge and spin), eV: 1.701
Lowest unoccupied orbital energy, eV: -3.2

Last column: Löwdin charge in e.
Cartesian coordinates (Å):
1 Pd -0.512 -0.060 0.285  0.419
2 Cl 0.675 1.016 2.829  0.803
3 C -1.052 0.890 2.956  -0.684
4 C -1.657 -0.002 2.071  -0.322
5 C -2.956 -0.347 2.429  -0.670
6 Cl -3.700 -1.795 1.745  0.680
7 C -3.685 0.319 3.416  -0.716
8 Cl -5.321 -0.104 3.748  0.688
9 C -3.074 1.337 4.145  -0.708
10 Cl -3.960 2.218 5.319  0.714
11 C -1.716 1.586 3.957  -0.692
12 Cl -0.887 2.719 4.941  0.754
13 F 2.173 3.879 5.252  0.077
14 C 2.593 3.750 3.991  -0.219
15 C 1.831 4.129 2.965  0.004
16 N 2.240 4.003 1.653  0.014
17 C 1.274 4.251 0.590  -0.022
18 C 0.368 3.029 0.384  -0.660
19 O -0.860 3.204 0.574  -0.038
20 O 0.931 1.960 0.059  -0.176
21 C 3.476 3.487 1.332  -0.468
22 O 3.883 3.367 0.195  0.069
23 N 4.232 3.100 2.423  0.226
24 C 3.901 3.142 3.777  -0.400
25 O 4.638 2.706 4.629  0.111
26 H 0.843 4.543 3.118  0.140
27 H 1.828 4.456 -0.325  0.128
28 H 0.674 5.117 0.860  0.133
29 H 5.141 2.718 2.199  0.170
30 N -1.537 -4.070 3.173  0.052
31 C -0.347 -3.647 3.995  -0.085
32 C 0.323 -2.474 3.288  -0.199
33 N 0.643 -2.728 1.898  -0.031
34 C -0.452 -3.299 1.140  -0.227
35 C -1.101 -4.508 1.800  -0.091
36 H -2.182 -3.275 3.052  0.103
37 H -2.056 -4.809 3.645  0.181
38 H 0.300 -4.521 4.066  0.135
39 H -0.702 -3.375 4.988  0.138
40 H 1.221 -2.190 3.834  0.136
41 H -0.359 -1.621 3.331  0.081
42 H 1.514 -3.227 1.769  0.111
43 H -0.109 -3.564 0.144  0.088
44 H -1.229 -2.537 1.018  0.040
45 H -0.417 -5.345 1.937  0.136
46 H -1.986 -4.838 1.257  0.135
47 C 1.143 1.178 -4.931  -0.204
48 Si 0.993 1.626 -3.116  0.340
49 C 2.534 2.559 -2.649  -0.198
50 C -0.579 2.586 -2.808  -0.193
51 As 0.782 -0.384 -1.837  0.830
52 Si -0.080 -1.952 -3.402  0.288
53 C -0.876 -3.412 -2.530  -0.229
54 C 1.322 -2.627 -4.442  -0.204
55 C -1.389 -1.119 -4.460  -0.221
56 Si 2.948 -1.128 -1.227  0.318
57 C 4.167 -0.773 -2.595  -0.196
58 C 2.835 -2.991 -0.935  -0.209
59 C 3.414 -0.249 0.346  -0.208
60 H 1.531 2.054 -5.459  0.043
61 H 0.191 0.910 -5.389  0.017
62 H 1.853 0.367 -5.099  0.015
63 H 2.397 3.604 -2.945  0.049
64 H 3.392 2.183 -3.208  0.028
65 H 2.766 2.535 -1.586  -0.007
66 H -0.436 3.631 -3.097  0.046
67 H -0.854 2.566 -1.754  -0.006
68 H -1.410 2.188 -3.394  0.028
69 H -0.139 -4.052 -2.043  0.015
70 H -1.375 -4.017 -3.293  0.042
71 H -1.632 -3.103 -1.806  -0.011
72 H 2.150 -2.983 -3.827  0.012
73 H 1.709 -1.889 -5.145  0.021
74 H 0.954 -3.477 -5.024  0.042
75 H -1.608 -0.104 -4.130  -0.003
76 H -2.320 -1.688 -4.405  0.033
77 H -1.079 -1.083 -5.506  0.036
78 H 3.795 -1.078 -3.575  0.021
79 H 5.095 -1.320 -2.406  0.042
80 H 4.409 0.289 -2.631  0.021
81 H 1.805 -3.351 -0.897  -0.014
82 H 3.324 -3.248 0.008  0.028
83 H 3.346 -3.543 -1.726  0.033
84 H 3.631 0.801 0.146  0.016
85 H 4.300 -0.717 0.784  0.043
86 H 2.603 -0.289 1.075  -0.013
87 C -5.542 -0.392 -1.062  -0.022
88 N -4.749 0.702 -0.528  -0.112
89 C -5.275 1.868 -0.001  -0.032
90 C -4.229 2.625 0.395  -0.037
91 N -3.084 1.923 0.104  0.090
92 C -3.404 0.750 -0.447  -0.672
93 S -2.337 -0.500 -0.994  0.637
94 H -6.160 -0.819 -0.273  0.093
95 H -4.872 -1.156 -1.447  0.059
96 H -6.174 -0.027 -1.869  0.102
97 H -6.334 2.044 0.036  0.131
98 H -4.194 3.597 0.853  0.132
99 H -2.104 2.290 0.300  0.080


[6]
Computed, not measured: C21H33N2P2ReSe as an isolated structure, with ωB97M-V with the def2-TZVPD basis set.

Properties
Spin multiplicity: 2
Total charge: +3
<S²>: 0.775
HOMO (spin up / spin down), eV: -17.6 / -17.8
Relative energy (zero: lowest compared OMol25 entry of this formula, charge and spin), eV: 0.112
Lowest unoccupied orbital energy (spin up / spin down), eV: -11.4 / -11.1

Last column: Löwdin charge in e.
Cartesian coordinates (Å):
1 Re -0.459 0.183 -0.263  0.720
2 C 1.581 -2.363 -1.827  -0.190
3 P 1.644 -0.831 -0.878  0.786
4 C 2.584 0.372 -1.859  -0.214
5 C 2.551 -1.073 0.671  -0.374
6 C 3.895 -1.430 0.663  -0.051
7 C 4.585 -1.564 1.860  -0.009
8 C 3.941 -1.333 3.066  -0.009
9 C 2.596 -0.985 3.088  -0.049
10 C 1.894 -0.861 1.894  -0.373
11 P 0.099 -0.610 1.873  0.762
12 C -0.393 0.382 3.304  -0.203
13 C -0.639 -2.246 2.160  -0.191
14 H 2.598 -2.668 -2.082  0.077
15 H 1.011 -2.208 -2.743  0.068
16 H 1.117 -3.152 -1.235  0.063
17 H 3.609 0.027 -2.006  0.072
18 H 2.625 1.329 -1.335  0.046
19 H 2.110 0.493 -2.833  0.061
20 H 4.416 -1.606 -0.271  0.121
21 H 5.629 -1.846 1.850  0.134
22 H 4.483 -1.434 3.997  0.134
23 H 2.103 -0.828 4.039  0.119
24 H -0.248 -0.181 4.226  0.073
25 H -1.451 0.633 3.214  0.069
26 H 0.192 1.299 3.357  0.039
27 H -0.239 -2.646 3.093  0.078
28 H -0.386 -2.928 1.348  0.055
29 H -1.723 -2.154 2.235  0.062
30 C 0.405 4.014 1.991  0.015
31 N 0.845 4.217 0.612  -0.102
32 C 1.815 5.108 0.237  0.026
33 C 1.911 5.052 -1.115  0.024
34 N 1.001 4.125 -1.551  -0.103
35 C 0.766 3.829 -2.965  0.019
36 C 0.362 3.611 -0.486  -0.596
37 Se -1.164 2.477 -0.579  0.822
38 H 0.512 4.951 2.530  0.119
39 H 1.020 3.255 2.471  0.094
40 H -0.642 3.721 2.001  0.079
41 H 2.341 5.716 0.953  0.156
42 H 2.533 5.606 -1.797  0.157
43 H 0.844 4.754 -3.529  0.119
44 H -0.231 3.420 -3.097  0.072
45 H 1.510 3.123 -3.329  0.100
46 C -3.833 -3.074 -2.704  -0.006
47 C -4.056 -2.371 -1.344  -0.595
48 C -5.214 -1.336 -1.462  0.002
49 C -4.363 -3.398 -0.234  -0.010
50 C -2.894 -1.609 -1.003  0.029
51 C -1.906 -0.911 -0.700  -0.206
52 H -4.757 -3.588 -2.966  0.109
53 H -3.037 -3.814 -2.638  0.096
54 H -3.603 -2.355 -3.488  0.098
55 H -6.113 -1.897 -1.719  0.112
56 H -5.021 -0.612 -2.252  0.099
57 H -5.385 -0.822 -0.518  0.098
58 H -5.281 -3.917 -0.503  0.109
59 H -4.518 -2.908 0.727  0.095
60 H -3.568 -4.137 -0.147  0.095


no.,DFT total energy (hartree)
1,-263.24215
2,-210.10069
3,-2472.99791
4,-1024.18973
5,-7794.49528
6,-4090.91282